[1]
{
  "formula": "C13H27CuNO8",
  "method": "wB97M-V/def2-TZVPD",
  "spin_multiplicity": 2,
  "largest_force_ev_per_a": 2.58,
  "homo_ev": [-1.17, -1.05],
  "total_charge": -2,
  "e_above_lowest_kj_mol": 0.00,
  "elements": ["Cu", "C", "C", "O", "O", "H", "H", "H", "C", "C", "O", "O", "H", "H", "H", "C", "C", "O", "O", "H", "H", "H", "C", "C", "C", "O", "H", "H", "H", "H", "H", "H", "H", "C", "C", "C", "O", "C", "N", "H", "H", "H", "H", "H", "H", "H", "H", "H", "H", "H"],
  "coordinates": [[-0.58524, -0.09901, -0.55932], [-4.06637, -1.78516, 0.41823], [-2.76138, -1.12595, 0.17379], [-1.72812, -1.85146, 0.07084], [-2.65468, 0.12003, 0.07201], [-4.54861, -2.01627, -0.53967], [-4.78170, -1.14962, 0.93957], [-3.95853, -2.78506, 0.83803], [-2.80130, -0.40079, -4.37716], [-1.42808, -0.42400, -3.76185], [-0.45982, -0.86414, -4.40441], [-1.36854, 0.12071, -2.60739], [-3.02770, -1.44436, -4.63842], [-2.88661, 0.04725, -5.37239], [-3.52185, 0.03982, -3.69234], [0.00864, 4.42927, -0.95399], [0.36193, 2.93170, -1.09437], [1.00869, 2.60710, -2.10397], [-0.15780, 2.14514, -0.24902], [-1.03675, 4.39119, -1.29873], [0.45022, 5.01469, -1.76065], [-0.03113, 4.89038, 0.03224], [1.17853, -3.00452, -1.13592], [2.06596, -1.75095, -1.27405], [3.16400, -1.93700, -2.27702], [1.31800, -0.63153, -1.49462], [1.75190, -3.95186, -1.10561], [0.50813, -3.12374, -1.98546], [0.84604, -2.99261, -0.09541], [2.57328, -1.72259, -0.27360], [2.71115, -1.95068, -3.28149], [3.81451, -2.80307, -2.14884], [3.72425, -1.00579, -2.43492], [0.40154, -1.41410, 3.34149], [0.34386, -0.03621, 2.66949], [1.01113, 1.01793, 3.53902], [0.77515, 2.27431, 2.94279], [1.50265, 3.28304, 3.59779], [0.92513, -0.21787, 1.32107], [1.46187, -1.66807, 3.49526], [0.08952, -2.27105, 2.74431], [-0.05289, -1.44493, 4.33405], [-0.70839, 0.25320, 2.61187], [2.10121, 0.86848, 3.53585], [0.59614, 0.96177, 4.55594], [2.58635, 3.16669, 3.56798], [1.05358, 3.44746, 4.58878], [1.23110, 4.23719, 3.13437], [1.57376, -0.99423, 1.35867], [1.42728, 0.61933, 1.03720]]
}

---

[2]
{
  "formula": "C13H8N4O2SeTa",
  "method": "wB97M-V/def2-TZVPD",
  "largest_force_ev_per_a": 1.07,
  "homo_ev": -20.78,
  "total_charge": 3,
  "e_above_lowest_kj_mol": 143.12,
  "elements": ["Ta", "O", "C", "N", "C", "O", "C", "C", "C", "C", "C", "N", "C", "C", "C", "C", "C", "N", "H", "H", "H", "H", "H", "H", "H", "H", "Se", "C", "N"],
  "coordinates": [[0.02634, -0.95574, -0.08574], [1.20970, 3.01361, 0.02065], [1.22608, 1.84093, -0.00483], [0.01284, 0.97791, -0.02461], [-1.28015, 1.73364, 0.08224], [-1.34843, 2.90134, 0.16311], [-2.42140, 0.79652, 0.04948], [-3.69827, 1.28032, 0.09712], [-4.75990, 0.37506, -0.00789], [-4.46522, -0.97121, -0.17934], [-3.15526, -1.39051, -0.21397], [-2.09583, -0.53147, -0.07124], [2.42307, 0.97705, 0.00477], [3.66786, 1.55012, 0.03095], [4.78769, 0.71768, 0.03108], [4.57887, -0.65509, 0.01066], [3.29615, -1.15535, -0.01383], [2.18006, -0.36458, -0.02477], [-3.85429, 2.34723, 0.19961], [-5.78588, 0.72283, 0.02229], [-5.24751, -1.71072, -0.29089], [-2.94108, -2.43562, -0.35762], [3.74512, 2.63045, 0.04931], [5.78859, 1.13201, 0.05256], [5.40680, -1.35215, 0.02239], [3.16667, -2.22409, 0.01112], [1.04154, -3.16210, -0.87951], [-0.33261, -3.22446, 0.28853], [-1.17156, -2.86361, 1.01838]]
}

---

[3]
{
  "formula": "C41H34N6O5PRbS2",
  "method": "wB97M-V/def2-TZVPD",
  "largest_force_ev_per_a": 0.90,
  "homo_ev": [-0.61, -0.94],
  "total_charge": -2,
  "e_above_lowest_kj_mol": 23.38,
  "elements": ["Rb", "O", "C", "C", "C", "C", "C", "C", "C", "P", "C", "C", "C", "C", "C", "C", "C", "C", "C", "C", "C", "C", "H", "H", "H", "H", "H", "H", "H", "H", "H", "H", "H", "H", "H", "H", "N", "N", "C", "O", "O", "H", "H", "H", "O", "S", "O", "N", "C", "C", "C", "C", "C", "C", "C", "C", "N", "C", "C", "C", "C", "C", "C", "C", "H", "H", "H", "H", "H", "H", "H", "H", "H", "H", "H", "N", "C", "S", "C", "C", "C", "N", "C", "C", "H", "H", "H", "H", "H", "H"],
  "coordinates": [[0.79093, 0.07959, -0.25915], [1.33524, 1.17460, -2.95949], [1.57446, 0.01467, -3.33737], [2.72133, -0.64450, -3.93470], [4.01197, -0.28745, -4.34495], [4.79637, -1.29314, -4.90782], [4.34043, -2.59603, -5.06086], [3.04359, -2.95280, -4.62862], [2.26829, -1.97651, -4.06694], [0.60516, -1.56507, -3.32975], [0.59460, -2.62929, -1.83272], [1.81078, -2.92695, -1.22008], [1.83741, -3.65089, -0.03791], [0.65284, -4.09963, 0.53049], [-0.56135, -3.80679, -0.07553], [-0.59325, -3.06564, -1.24548], [-0.38871, -2.35484, -4.63308], [-0.87969, -1.59805, -5.69073], [-1.50702, -2.21528, -6.75910], [-1.65950, -3.59520, -6.77908], [-1.17147, -4.35342, -5.72662], [-0.53092, -3.73541, -4.66106], [4.38784, 0.71939, -4.22192], [5.80174, -1.05024, -5.23745], [4.99056, -3.33904, -5.50817], [2.68468, -3.97077, -4.73791], [2.73533, -2.54410, -1.63493], [2.78746, -3.83394, 0.44849], [0.67250, -4.65348, 1.46156], [-1.49235, -4.10989, 0.38563], [-1.53867, -2.77518, -1.68283], [-0.78205, -0.52023, -5.67644], [-1.89092, -1.61092, -7.57164], [-2.15949, -4.07648, -7.61112], [-1.28479, -5.43089, -5.72535], [-0.14751, -4.33813, -3.84609], [-1.32573, 1.77227, -1.51040], [-2.16405, 1.19189, -2.46098], [-1.93691, -0.05708, -3.00203], [-2.73031, -0.49188, -3.82875], [-0.86775, -0.64212, -2.54663], [-1.86852, 2.18927, -0.76631], [-0.68042, 2.42539, -1.94048], [-2.94162, 1.70070, -2.84732], [3.39302, -0.24053, 0.24040], [3.67824, 0.73380, 1.27912], [4.50728, 1.86643, 0.91207], [2.31709, 1.02861, 1.96288], [2.12359, 1.97497, 2.93019], [3.11615, 2.62766, 3.64267], [2.79749, 3.51087, 4.69275], [1.50386, 3.75679, 5.05248], [0.45214, 3.13376, 4.33390], [-0.91086, 3.33826, 4.65563], [-1.87209, 2.72216, 3.91079], [-1.46235, 1.91866, 2.82345], [-0.21622, 1.68684, 2.50183], [0.74946, 2.26865, 3.25836], [4.67572, -0.18452, 2.46730], [6.02121, 0.08727, 2.63517], [6.76881, -0.64761, 3.54557], [6.16872, -1.65096, 4.29190], [4.81314, -1.91737, 4.12628], [4.06920, -1.18455, 3.21652], [4.15678, 2.46709, 3.40047], [3.61388, 3.98690, 5.22518], [1.25014, 4.41893, 5.87248], [-1.16141, 3.97457, 5.49735], [-2.92938, 2.80967, 4.12193], [-2.22694, 1.45523, 2.21204], [6.47015, 0.87928, 2.05035], [7.82287, -0.43217, 3.67388], [6.75035, -2.22240, 5.00510], [4.33408, -2.69283, 4.71129], [3.01067, -1.37140, 3.08567], [-6.54612, 0.87220, 3.18348], [-5.43910, 0.20035, 3.75390], [-5.45300, -0.04968, 5.42961], [-4.39471, -0.17338, 2.87750], [-3.26263, -0.92257, 3.30890], [-2.26675, -1.24760, 2.42409], [-2.24910, -0.89891, 1.12322], [-3.32183, -0.22243, 0.69961], [-4.38578, 0.15507, 1.49254], [-7.31250, 0.87967, 3.84104], [-6.83342, 0.47760, 2.29483], [-3.19954, -1.21825, 4.34702], [-1.40374, -1.80764, 2.77379], [-3.32630, 0.05223, -0.35340], [-5.17192, 0.74292, 1.03519]]
}

---

[4]
{
  "formula": "C9H11BF5IO5",
  "method": "wB97M-V/def2-TZVPD",
  "largest_force_ev_per_a": 1.23,
  "homo_ev": -0.31,
  "total_charge": -2,
  "elements": ["C", "C", "C", "B", "I", "C", "O", "O", "C", "F", "F", "C", "F", "F", "F", "H", "H", "H", "H", "H", "C", "O", "C", "O", "O", "C", "H", "H", "H", "H", "H", "H"],
  "coordinates": [[0.33541, 5.18913, -1.07659], [0.63696, 4.18333, -0.23785], [1.89411, 3.37744, -0.21661], [1.94071, 2.13962, -1.30499], [2.10169, 3.05936, -3.41446], [3.33174, 1.28137, -0.98203], [3.37034, 0.85484, 0.21261], [4.23348, 1.11649, -1.84987], [0.60979, 1.19320, -1.19591], [0.31949, 0.91817, 0.13145], [-0.54268, 1.76116, -1.70639], [0.66729, -0.20750, -1.84851], [-0.60187, -0.74498, -1.81764], [1.00980, -0.18881, -3.12752], [1.44392, -1.06650, -1.19651], [-0.67572, 5.33547, -1.45422], [1.08700, 5.87007, -1.46751], [-0.10695, 3.91248, 0.51613], [2.03744, 2.91591, 0.76465], [2.75911, 4.01807, -0.43096], [-3.55373, -5.50365, 2.39524], [-2.25263, -4.93166, 2.44427], [-2.15804, -3.74185, 1.81033], [-3.07850, -3.19909, 1.25462], [-0.91897, -3.31582, 1.92176], [-0.63335, -2.04573, 1.28697], [-3.48852, -6.44506, 2.93606], [-4.28347, -4.85289, 2.87592], [-3.85774, -5.69098, 1.36605], [-1.23916, -1.25902, 1.72927], [-0.80203, -2.10090, 0.21600], [0.41509, -1.83170, 1.46624]]
}

---

[5]
{
  "formula": "C3H4N4O",
  "method": "wB97M-V/def2-TZVPD",
  "largest_force_ev_per_a": 6.84,
  "homo_ev": -8.98,
  "smiles": "C=N/N=c1\\cn[nH]o1",
  "total_charge": 0,
  "e_above_lowest_kj_mol": 630.25,
  "elements": ["C", "C", "C", "H", "H", "H", "H", "N", "N", "N", "N", "O"],
  "coordinates": [[-2.57065, 1.80716, 0.03482], [0.39966, 0.19416, -0.01097], [-0.16764, -1.13882, 0.16600], [-2.32222, 2.84370, 0.16124], [-3.55081, 1.59849, -0.53159], [-1.21823, -1.18149, -0.05547], [2.60330, -1.62598, 1.02019], [-1.78126, 0.85299, -0.25523], [-0.32937, 1.29567, -0.01738], [0.83790, -1.99308, -0.02929], [2.03947, -1.23221, 0.07644], [1.64407, 0.09083, -0.01941]]
}

---

[6]
{
  "formula": "C42H42FI2N3O3PSSc",
  "method": "wB97M-V/def2-TZVPD",
  "largest_force_ev_per_a": 1.15,
  "homo_ev": -6.70,
  "total_charge": 0,
  "e_above_lowest_kj_mol": 329.31,
  "elements": ["Sc", "C", "C", "C", "C", "C", "C", "C", "F", "C", "C", "C", "O", "C", "C", "N", "C", "C", "O", "O", "H", "H", "H", "H", "H", "H", "H", "H", "H", "H", "H", "I", "C", "I", "H", "H", "S", "C", "N", "C", "C", "C", "C", "H", "H", "H", "H", "H", "C", "C", "C", "C", "N", "H", "H", "H", "H", "H", "H", "H", "H", "H", "C", "C", "C", "C", "C", "C", "P", "C", "C", "C", "C", "C", "C", "C", "C", "C", "C", "C", "C", "H", "H", "H", "H", "H", "H", "H", "H", "H", "H", "H", "H", "H", "H", "H"],
  "coordinates": [[0.48080, 0.41005, 0.32778], [-5.54264, -1.20778, 4.76004], [-4.47049, -0.43780, 5.52598], [-4.21386, -1.11635, 6.86285], [-3.01032, -0.52115, 7.57438], [-1.79949, -0.66618, 6.69670], [-0.55036, -0.91128, 7.21230], [0.55097, -0.99843, 6.36388], [1.75053, -1.26688, 6.90761], [0.44290, -0.81284, 5.02099], [-0.82091, -0.55618, 4.47639], [-0.93012, -0.29328, 3.04758], [0.10402, -0.32538, 2.34457], [-2.23775, -0.02882, 2.56275], [-3.29290, -0.08066, 3.42305], [-3.20912, -0.34146, 4.73402], [-1.95091, -0.52948, 5.30369], [-2.55835, 0.23836, 1.11083], [-3.72456, 0.22874, 0.76184], [-1.53968, 0.44630, 0.34826], [-6.37069, -1.42160, 5.43653], [-5.14028, -2.15704, 4.39895], [-5.94924, -0.65777, 3.91302], [-4.81112, 0.58534, 5.70427], [-4.05448, -2.18648, 6.69420], [-5.11504, -1.01455, 7.46666], [-2.84110, -1.00242, 8.53733], [-3.19120, 0.54006, 7.77419], [-0.40620, -1.03034, 8.28000], [1.30104, -0.87728, 4.36528], [-4.27556, 0.08129, 3.00317], [0.15758, 3.23444, -0.32127], [1.78642, 3.70240, -1.93568], [1.45144, -0.06069, -2.21851], [1.98520, 4.72728, -1.57424], [1.07898, 3.84016, -2.76362], [3.25733, -0.24692, 1.08622], [4.15609, 0.20079, -0.37136], [3.77951, 1.36083, -0.90354], [4.29270, 1.87702, -2.01993], [5.29385, 1.19851, -2.66819], [5.70103, -0.03386, -2.16011], [5.12820, -0.54706, -1.01476], [2.94555, 1.77963, -0.44674], [3.85100, 2.80655, -2.35386], [5.72526, 1.60221, -3.57222], [6.45736, -0.60375, -2.68644], [5.40734, -1.51505, -0.61705], [3.97466, 1.72032, 3.03819], [2.73928, 2.15493, 2.24767], [1.58916, 2.33712, 3.24150], [3.01978, 3.54374, 1.61864], [2.30854, 1.10398, 1.24187], [4.28912, 2.53960, 3.68547], [4.81696, 1.46782, 2.38642], [3.76022, 0.85176, 3.66590], [1.88783, 3.03774, 4.02741], [1.33157, 1.38663, 3.70541], [0.70944, 2.74523, 2.74328], [3.82011, 4.04993, 2.16367], [2.12780, 4.16602, 1.66472], [3.27526, 3.55365, 0.55986], [1.09083, -4.29561, 4.46853], [-0.18666, -3.90638, 4.09079], [-0.42559, -3.44042, 2.80513], [0.60476, -3.37169, 1.86548], [1.88494, -3.76237, 2.25660], [2.12597, -4.21795, 3.54729], [0.31082, -2.61357, 0.21787], [1.35558, -3.63822, -0.89146], [0.85338, -4.68415, -1.66160], [1.69232, -5.40527, -2.50325], [3.03957, -5.08932, -2.58875], [3.54520, -4.03566, -1.84087], [2.70535, -3.30849, -1.01049], [-1.38338, -3.16436, -0.18719], [-1.90026, -4.40205, 0.20418], [-3.17834, -4.77957, -0.17656], [-3.95435, -3.92724, -0.95545], [-3.44565, -2.70297, -1.35860], [-2.16250, -2.32465, -0.98036], [1.27907, -4.65594, 5.47263], [-1.00400, -3.95633, 4.80268], [-1.42783, -3.13233, 2.52924], [2.70323, -3.72256, 1.54874], [3.12794, -4.51882, 3.82983], [-0.19732, -4.93532, -1.61895], [1.28519, -6.21282, -3.09999], [3.68965, -5.64933, -3.25037], [4.59020, -3.75986, -1.93036], [3.08156, -2.44849, -0.47508], [-1.29917, -5.07224, 0.80695], [-3.56932, -5.74203, 0.13116], [-4.95635, -4.22044, -1.24537], [-4.04544, -2.02763, -1.95506], [-1.77623, -1.36449, -1.29632]]
}

---

[7]
{
  "formula": "B2F4H4Sn",
  "method": "wB97M-V/def2-TZVPD",
  "largest_force_ev_per_a": 5.92,
  "homo_ev": -9.90,
  "total_charge": 0,
  "e_above_lowest_kj_mol": 745.86,
  "elements": ["Sn", "B", "H", "H", "H", "H", "B", "F", "F", "F", "F"],
  "coordinates": [[2.27096, -10.90956, -7.68720], [0.37589, -6.81406, -6.63360], [1.35698, -7.26313, -6.63990], [0.00791, -6.65998, -7.63614], [-0.27046, -7.52486, -6.14244], [0.34911, -5.87503, -6.10282], [-1.22654, -10.51881, -10.90956], [-0.27213, -9.58534, -10.57671], [-0.95564, -11.55302, -9.99726], [-2.54916, -10.10234, -10.71136], [-0.97348, -10.88175, -12.23832]]
}

---

[8]
{
  "formula": "C7H7BeO5S",
  "method": "wB97M-V/def2-TZVPD",
  "largest_force_ev_per_a": 7.45,
  "homo_ev": [-13.52, -13.60],
  "total_charge": 1,
  "e_above_lowest_kj_mol": 133.45,
  "elements": ["O", "C", "Be", "O", "C", "C", "O", "C", "O", "C", "O", "H", "C", "S", "C", "H", "H", "H", "H", "H", "H"],
  "coordinates": [[0.46773, 4.14935, -5.07313], [0.41139, 3.62546, -4.05911], [-1.23459, -0.13260, -1.19305], [0.28361, 2.57761, -0.59142], [0.27527, 1.41241, -0.78859], [0.86706, -0.93306, -1.06404], [1.39839, -1.86468, -1.49400], [1.31710, 0.37289, -0.65335], [2.47862, 0.63613, -0.34699], [-2.80477, 0.00676, -0.29221], [-3.83899, 0.38766, 0.08602], [-2.03638, 0.20143, -2.18395], [-0.70399, -2.02928, 1.52380], [-0.44509, -0.25540, 1.67059], [1.22155, -0.25593, 2.35035], [-1.43891, -2.27588, 0.75057], [-1.10846, -2.32475, 2.50037], [0.24161, -2.54802, 1.33351], [1.70765, 0.70527, 2.16917], [1.10568, -0.40054, 3.42919], [1.83550, -1.05481, 1.92627]]
}